(1)
Density functional theory data (wB97M-V/def2-TZVPD) for a structure of composition C25H16AsNO5Tl.

```
49
Properties=species:S:1:pos:R:3
Tl -1.468 1.171 2.604
O -6.441 -1.400 -1.032
C -5.436 -0.853 -0.295
C -5.346 0.517 -0.081
C -4.310 1.003 0.693
N -3.404 0.195 1.235
C -3.474 -1.120 1.020
C -4.471 -1.690 0.249
C -2.337 -1.952 1.624
O -2.083 -3.033 1.079
O -1.731 -1.411 2.593
C -4.152 2.515 0.961
O -4.963 3.259 0.402
O -3.204 2.819 1.738
H -7.026 -0.694 -1.320
H -6.053 1.221 -0.504
H -4.475 -2.757 0.075
C 3.636 -3.454 -1.998
C 3.112 -3.757 -0.748
C 2.184 -2.913 -0.161
C 1.775 -1.747 -0.804
C 2.290 -1.458 -2.061
C 3.217 -2.306 -2.653
As 0.417 -0.647 0.129
C 0.683 0.980 -0.927
C 0.007 1.331 -2.085
C 0.281 2.539 -2.712
C 1.231 3.398 -2.173
C 1.899 3.063 -1.005
C 1.625 1.856 -0.370
C 2.236 1.378 0.880
C 3.207 2.043 1.623
C 3.695 1.475 2.789
C 3.212 0.249 3.231
C 2.237 -0.415 2.500
C 1.757 0.138 1.324
H 4.359 -4.113 -2.462
H 3.423 -4.660 -0.237
H 1.753 -3.164 0.802
H 1.976 -0.563 -2.584
H 3.614 -2.067 -3.633
H -0.739 0.660 -2.497
H -0.253 2.818 -3.611
H 1.444 4.340 -2.664
H 2.631 3.748 -0.593
H 3.588 3.003 1.296
H 4.453 1.993 3.363
H 3.591 -0.182 4.149
H 1.833 -1.358 2.852
```

## Properties
Gap between HOMO and LUMO ... 0.2978 Eh
Total charge ... -1
E_tot ... -3801.6580 Ha

(2)
Density functional theory data (wB97M-V/def2-TZVPD) for a structure of composition C25H16Br4ClN6O6ReSSe.

```
61
Properties=species:S:1:pos:R:3
Re 0.667 0.341 -0.213
Br 3.894 1.679 5.707
C 3.115 1.836 4.007
C 3.354 2.980 3.219
Br 4.455 4.358 3.859
C 2.776 3.097 1.962
Br 3.034 4.582 0.839
C 1.977 2.064 1.487
O 1.340 2.089 0.310
C 1.746 0.926 2.263
O 0.911 0.037 1.719
C 2.304 0.814 3.533
Br 1.913 -0.739 4.511
O 3.539 -4.767 -1.059
C 2.237 -5.003 -1.069
O 1.779 -6.100 -1.222
C 1.318 -3.829 -0.891
C -0.071 -3.910 -0.914
Cl -1.095 -5.225 -1.147
N -0.578 -2.670 -0.738
N 0.420 -1.783 -0.592
C 1.559 -2.464 -0.695
C 2.800 -1.636 -0.637
O 3.909 -2.104 -0.736
O 2.550 -0.355 -0.506
C -1.957 -2.272 -0.742
C -2.778 -2.669 0.300
C -4.113 -2.299 0.273
C -4.602 -1.537 -0.778
C -3.766 -1.155 -1.820
C -2.432 -1.532 -1.812
H 3.769 -3.817 -0.946
H -2.375 -3.261 1.111
H -4.771 -2.603 1.076
H -5.645 -1.249 -0.795
H -4.158 -0.580 -2.648
H -1.768 -1.269 -2.627
Se -2.134 2.098 -1.119
N -1.362 0.932 0.039
C -2.228 0.697 1.026
C -2.022 -0.143 2.159
C -3.019 -0.241 3.072
C -4.271 0.446 2.932
C -4.511 1.247 1.871
C -3.483 1.406 0.888
N -3.593 2.196 -0.159
H -1.087 -0.666 2.285
H -2.869 -0.863 3.945
H -5.023 0.318 3.698
H -5.439 1.787 1.741
C 2.624 3.946 -4.068
N 1.613 2.975 -3.677
C 1.829 1.985 -2.829
N 3.007 1.831 -2.264
S 0.508 0.861 -2.530
H 2.191 4.621 -4.800
H 3.481 3.447 -4.521
H 2.949 4.533 -3.207
H 0.688 3.040 -4.069
H 3.742 2.510 -2.382
H 3.155 1.060 -1.618
```

## Properties
2S+1 ... 2
Gap between HOMO and LUMO (spin up / spin down) ... 0.2117 / 0.2279 Eh
Total charge ... +1
E_tot ... -15376.3155 Ha
Relative energy (zero: lowest compared OMol25 entry of this formula, charge and spin) ... 0.0 kcal/mol

(3)
Density functional theory data (wB97M-V/def2-TZVPD) for a structure of composition C25H16ErN6O4S.

```
53
Properties=species:S:1:pos:R:3
Er 1.421 0.325 -1.806
C -1.334 4.231 -0.950
C -0.234 3.527 -1.436
N 0.270 2.489 -0.776
C -0.273 2.194 0.421
C -1.388 2.904 0.876
N -1.916 3.895 0.185
C 0.341 1.064 1.145
C -0.197 0.553 2.316
C 0.369 -0.575 2.914
C 1.485 -1.131 2.279
C 1.976 -0.568 1.106
N 1.419 0.524 0.559
C 3.077 -1.182 0.325
C 3.688 -2.393 0.676
N 4.644 -2.937 -0.047
C 5.030 -2.306 -1.140
C 4.415 -1.122 -1.543
N 3.442 -0.563 -0.821
C -0.231 -1.163 4.117
C 0.310 -2.289 4.743
C -0.329 -2.820 5.853
N -1.433 -2.316 6.370
C -1.942 -1.239 5.804
C -1.392 -0.631 4.688
H -1.755 5.070 -1.484
H 0.233 3.783 -2.376
H -1.872 2.683 1.815
H -1.074 1.008 2.738
H 1.943 -2.020 2.676
H 3.402 -2.956 1.552
H 5.827 -2.765 -1.708
H 4.722 -0.609 -2.451
H 1.212 -2.758 4.389
H 0.062 -3.698 6.348
H -2.839 -0.842 6.259
H -1.885 0.240 4.290
O 0.921 -0.506 -3.751
C 0.218 0.528 -3.754
O 0.723 1.623 -3.364
C -1.265 0.494 -3.971
C -1.861 0.879 -5.161
C -3.243 0.932 -5.254
C -4.037 0.586 -4.172
C -3.451 0.176 -2.986
C -2.067 0.151 -2.879
S -1.398 -0.278 -1.274
H -1.238 1.147 -5.999
H -3.701 1.244 -6.178
H -5.112 0.636 -4.251
H -4.050 -0.118 -2.137
O -0.493 -1.624 -1.570
O 0.863 -1.476 -1.206
```

## Properties
2S+1 ... 4
Gap between HOMO and LUMO (spin up / spin down) ... 0.2735 / 0.2739 Eh
Total charge ... +1
E_tot ... -3004.8393 Ha

(4)
Density functional theory data (wB97M-V/def2-TZVPD) for a structure of composition C25H16F12KN5O10PS2.

```
72
Properties=species:S:1:pos:R:3
K 1.260 -0.754 0.126
O 2.099 -1.242 4.685
C 1.079 -1.328 3.802
O 0.360 -0.403 3.549
C 0.950 -2.697 3.200
C 1.439 -3.827 3.833
C 1.210 -5.055 3.222
C 0.520 -5.093 2.027
C 0.106 -3.897 1.440
N 0.321 -2.724 2.027
C -0.635 -3.909 0.083
O -1.219 -4.977 -0.176
O -0.554 -2.853 -0.575
H 2.204 -0.295 4.861
H 1.980 -3.741 4.765
H 1.572 -5.967 3.680
H 0.288 -6.014 1.511
C -9.577 4.048 -7.311
O -9.161 4.447 -6.022
C -7.890 4.126 -5.647
C -6.966 3.491 -6.470
C -5.696 3.222 -5.985
C -5.327 3.573 -4.685
C -6.275 4.210 -3.864
C -7.534 4.483 -4.343
N -4.038 3.242 -4.298
N -3.698 3.698 -3.126
C -2.823 3.088 -2.363
C -2.382 3.901 -1.238
C -1.551 3.454 -0.295
C -1.028 2.079 -0.335
O -0.339 1.641 0.558
C -1.401 1.249 -1.534
N -0.828 0.056 -1.585
C -1.105 -0.754 -2.597
C -1.980 -0.377 -3.614
C -2.581 0.863 -3.571
C -2.290 1.729 -2.508
H -10.617 4.349 -7.401
H -9.502 2.964 -7.436
H -8.989 4.541 -8.091
H -7.219 3.205 -7.481
H -4.961 2.732 -6.610
H -5.995 4.483 -2.857
H -8.274 4.973 -3.723
H -2.779 4.909 -1.216
H -1.222 4.065 0.535
H -0.634 -1.729 -2.561
H -2.186 -1.063 -4.425
H -3.263 1.173 -4.347
F 5.530 0.029 1.165
C 5.226 1.312 1.331
F 5.608 1.983 0.252
F 5.923 1.771 2.381
S 3.385 1.488 1.622
O 3.000 0.216 2.176
O 2.846 1.855 0.344
N 3.244 2.566 2.772
S 3.503 4.104 2.580
O 3.712 4.706 3.866
O 4.370 4.457 1.492
C 1.855 4.782 2.083
F 1.457 4.338 0.893
F 0.911 4.479 2.982
F 1.930 6.125 2.011
F 3.653 -1.168 -1.072
P 3.552 -2.219 -2.323
F 2.883 -3.306 -1.333
F 2.064 -1.631 -2.656
F 3.431 -3.247 -3.563
F 5.026 -2.783 -1.971
F 4.205 -1.104 -3.294
```

## Properties
2S+1 ... 2
Gap between HOMO and LUMO (spin up / spin down) ... 0.2370 / 0.1860 Eh
Total charge ... -2
E_tot ... -4924.9363 Ha
Relative energy (zero: lowest compared OMol25 entry of this formula, charge and spin) ... 0.0 kcal/mol